Density functional theory data (ωB97M-V/def2-TZVPD) for a cluster of 9 separate species, C13H44N6O14 in total.

HOMO: -9.56 eV
energy above the lowest of the compared OMol25 structures with the same formula, charge and spin: 176.7 kJ/mol
SMILES string: NC(N)=O.NC(N)=O.NC(N)=O.OCCO.OCCO.OCCO.OCCO.OCCO.O
orbital gap: 9.67 eV

Structure (XYZ):
```
77
Properties=species:S:1:pos:R:3:mulliken_charge:R:1
C -17.67344 14.94700 2.35428 0.719
O -18.77510 15.21834 1.84934 -0.686
N -17.57398 14.58104 3.59092 -0.349
N -16.49930 14.93322 1.87489 -0.335
H -16.68410 14.30427 3.98026 0.099
H -18.29819 14.50988 4.29130 0.184
H -15.70139 14.56444 2.37231 0.173
H -16.41335 15.39841 0.98253 0.195
C -10.14912 12.31986 0.79132 0.656
O -11.20384 11.83889 0.46755 -0.629
N -9.51651 11.82253 1.84286 -0.420
N -9.62003 13.46531 0.37279 -0.410
H -9.79228 10.90352 2.15827 0.219
H -8.86346 12.43785 2.30655 0.162
H -8.96248 13.96365 0.95535 0.185
H -10.16278 13.83871 -0.39278 0.241
C -21.89152 18.29245 -4.91417 0.624
O -22.53012 17.19891 -4.96698 -0.677
N -21.89043 19.06384 -5.98909 -0.390
N -21.07836 18.75552 -4.02933 -0.383
H -22.53178 18.79823 -6.72272 0.228
H -21.40404 19.93628 -5.83945 0.149
H -20.85178 19.73928 -4.06054 0.198
H -21.12086 18.28808 -3.13503 0.253
C -22.73628 14.18800 7.81682 -0.282
C -24.25525 14.53123 7.93320 -0.432
O -24.98105 13.73742 8.98685 -0.502
O -22.23512 13.54610 8.90837 -0.524
H -22.08254 15.06012 7.82886 0.261
H -22.53306 13.67236 6.87825 0.281
H -24.73362 14.57327 6.95468 0.305
H -24.38459 15.56101 8.26626 0.269
H -25.01920 12.87379 8.56938 0.304
H -22.54417 13.96601 9.71445 0.319
C -17.85040 21.78835 6.51690 -0.430
C -17.29459 20.99456 5.31219 -0.218
O -17.09271 21.87334 4.21151 -0.521
O -18.53299 23.02219 6.33139 -0.534
H -16.96726 22.04523 7.10188 0.275
H -18.55301 21.18927 7.09615 0.324
H -18.02057 20.28467 4.91582 0.281
H -16.30726 20.64897 5.61854 0.219
H -16.75859 22.73039 4.48613 0.285
H -18.78925 23.41837 7.16744 0.317
C -27.07652 16.74508 1.08934 -0.432
C -25.71910 16.13253 1.32665 -0.329
O -24.74435 17.07391 1.34584 -0.520
O -27.63491 17.47599 2.17772 -0.526
H -27.62722 15.80764 1.01162 0.276
H -27.10168 17.34481 0.17952 0.304
H -25.45324 15.54657 0.44683 0.288
H -25.55375 15.42736 2.14120 0.311
H -23.96747 16.51412 1.27748 0.322
H -27.33149 18.38236 2.26736 0.305
C -15.33832 17.17002 10.68540 -0.348
C -14.12007 16.29129 11.05594 -0.274
O -13.30084 16.88860 11.96732 -0.522
O -16.24338 16.43380 9.83956 -0.505
H -14.83270 17.89960 10.05282 0.233
H -15.86588 17.49427 11.58242 0.278
H -13.40539 16.24445 10.23427 0.219
H -14.33821 15.26476 11.35050 0.286
H -12.44788 16.45973 11.86665 0.333
H -16.68136 15.74378 10.34320 0.298
C -14.10191 18.44529 -2.50505 -0.199
C -13.43454 19.41554 -1.41550 -0.421
O -14.06139 20.66115 -1.49118 -0.526
O -13.46191 17.17595 -2.55199 -0.527
H -13.83200 18.96022 -3.42705 0.233
H -15.16946 18.31566 -2.32716 0.266
H -12.37482 19.48327 -1.66145 0.247
H -13.42954 19.11485 -0.36781 0.309
H -14.86517 20.71359 -0.96891 0.312
H -13.77706 16.64140 -3.28447 0.307
O -13.35572 11.80961 4.79724 -0.643
H -12.47577 11.83036 4.42109 0.315
H -13.86282 11.26872 4.19183 0.325
```

---

Density functional theory data (ωB97M-V/def2-TZVPD) for a cluster of 9 separate species, C13H44O9 in total.

HOMO: -9.84 eV
energy above the lowest of the compared OMol25 structures with the same formula, charge and spin: 509.6 kJ/mol
SMILES string: CCO.CCO.CCO.CCO.CO.CO.CO.CO.CO
orbital gap: 10.13 eV

Structure (XYZ):
```
66
Properties=species:S:1:pos:R:3:nbo_charge:R:1
C 1.10127 -1.55982 -0.64542 -0.629
C 0.55127 -0.75682 0.48858 -0.084
O 1.51027 0.28118 0.75058 -0.766
H 2.18527 -1.80882 -0.41942 0.211
H 1.05327 -0.82882 -1.47242 0.197
H 0.55127 -2.46282 -0.98042 0.214
H 0.29027 -1.33982 1.38358 0.208
H -0.39973 -0.35882 0.14758 0.161
H 1.53627 0.90918 0.03358 0.492
C -0.98573 2.47218 2.86758 -0.628
C -1.44873 1.04618 2.73758 -0.059
O -2.57373 0.85418 3.57758 -0.727
H -1.02473 2.78718 3.91858 0.210
H -1.82273 3.01718 2.38258 0.199
H -0.00173 2.79018 2.35558 0.222
H -0.69773 0.42718 2.95358 0.162
H -1.75073 0.91918 1.64258 0.151
H -3.34373 0.88218 3.01058 0.471
C 2.14827 3.49618 -0.34342 -0.626
C 2.98127 2.54018 -1.16842 -0.077
O 2.06527 1.74918 -1.93542 -0.759
H 1.45827 3.86918 -1.07742 0.221
H 2.90127 4.23018 -0.03642 0.219
H 1.68227 2.86918 0.42758 0.213
H 3.79227 1.99718 -0.56442 0.178
H 3.54427 3.17118 -1.87842 0.156
H 2.57727 1.33118 -2.69042 0.480
C -3.46173 -2.38482 -2.20642 -0.634
C -3.04173 -1.00882 -1.82442 -0.071
O -3.96173 -0.10582 -2.59742 -0.749
H -2.77773 -3.11382 -1.86542 0.208
H -3.53873 -2.45382 -3.28542 0.202
H -4.37973 -2.68082 -1.60042 0.233
H -1.98873 -0.79482 -1.89642 0.156
H -3.20773 -0.84782 -0.74542 0.184
H -3.84173 -0.21182 -3.55842 0.468
C -1.36873 2.20018 -1.51242 -0.255
O -1.17673 2.97918 -0.34742 -0.726
H -2.35173 1.80318 -1.51042 0.183
H -0.75873 1.25118 -1.57642 0.165
H -1.13373 2.74918 -2.39942 0.168
H -1.72673 3.74718 -0.49042 0.467
C 4.77627 -0.50582 0.65358 -0.253
O 4.15827 0.30118 1.64758 -0.750
H 4.53927 -1.53282 0.85858 0.155
H 5.91827 -0.41182 0.64058 0.183
H 4.25327 -0.32782 -0.27042 0.158
H 3.24627 0.35018 1.38758 0.492
C 1.67227 -2.39782 4.01858 -0.243
O 0.29127 -2.38282 3.70758 -0.752
H 2.26327 -2.40482 3.05758 0.182
H 1.86327 -3.22682 4.71958 0.170
H 1.90127 -1.47182 4.42358 0.173
H -0.24573 -1.90982 4.34558 0.476
C -2.36873 -2.14182 1.38758 -0.238
O -3.43873 -2.91082 0.87058 -0.739
H -1.50673 -2.22282 0.80958 0.156
H -2.19473 -2.31382 2.41458 0.185
H -2.64373 -1.07882 1.27958 0.166
H -3.45373 -3.80082 1.19658 0.473
C 0.33127 -0.62382 -3.88542 -0.290
O -0.35673 -0.36182 -5.14642 -0.710
H 1.20327 -1.27982 -4.05842 0.172
H -0.26173 -1.30082 -3.27442 0.184
H 0.54427 0.20818 -3.20042 0.180
H 0.34427 0.09618 -5.63242 0.462
```

---

E_LUMO, record by record: 0.1106; 0.2951 eV
F_max, record by record: 6.9; 4.5 eV/A